Molecular formula: C3H5NO
Method: DFT, ωB97M-V with the def2-TZVPD basis set

Summary:
HOMO-LUMO gap	9.3	eV
ΔE to the lowest compared entry with this formula, charge and spin	3.1340	eV
energy	-247.1921	Eh

```
10
Properties=species:S:1:pos:R:3:forces:R:3:lowdin_charge:R:1
O -1.771351 -0.883227 -0.010777 0.0 -0.2 -0.1 0.003
C -1.177523 -0.297782 0.880160 -1.2 -1.1 0.0 -0.456
N -0.122010 0.488431 0.835747 0.6 0.8 -1.7 0.072
C 1.087290 0.164916 0.093549 0.9 -0.2 -0.6 -0.266
C 0.261448 0.219575 -1.098531 0.3 0.3 1.4 0.120
H -1.559323 -0.353970 1.890129 -0.4 0.0 0.7 0.118
H 1.809405 0.972129 0.230829 -0.1 -0.2 0.0 0.115
H 1.516940 -0.814866 0.322606 0.0 0.2 0.0 0.122
H -0.035386 -0.670585 -1.640760 -0.3 0.1 0.5 0.084
H -0.035814 1.169654 -1.497104 0.1 0.3 0.0 0.087
```
Positions in Å, forces in eV/Å.